# 1
A molecular structure, C37H32N2O2P2PtS, computed with ωB97M-V with the def2-TZVPD basis set.

Output
Orbital gap (alpha / beta) in eV: 6.14 / 6.14
Total charge: +4

Element x y z (Å)
Pt -0.637 -0.309 0.095
O -2.191 -2.836 0.711
S -1.359 -2.394 -0.383
C -2.158 -2.362 -1.928
C -3.118 -3.300 -2.260
C -3.596 -3.297 -3.569
C -3.099 -2.394 -4.498
C -2.153 -1.437 -4.137
C -1.677 -1.410 -2.832
P -0.728 -0.006 -2.218
C 0.799 0.224 -3.064
C 1.512 1.430 -2.982
C 2.700 1.559 -3.676
C 3.188 0.492 -4.431
C 2.501 -0.716 -4.482
C 1.304 -0.857 -3.801
C -1.826 1.390 -2.130
C -2.889 1.322 -1.217
C -3.834 2.330 -1.186
C -3.748 3.385 -2.093
C -2.723 3.432 -3.033
C -1.752 2.443 -3.055
C 0.081 -3.399 -0.610
C 0.015 -4.617 -1.256
C 1.176 -5.387 -1.348
C 2.370 -4.928 -0.814
C 2.429 -3.697 -0.162
C 1.276 -2.930 -0.047
P 1.295 -1.441 0.953
C 0.650 -1.681 2.566
C 0.733 -0.646 3.525
C 0.304 -0.881 4.812
C -0.219 -2.130 5.155
C -0.325 -3.148 4.210
C 0.099 -2.932 2.915
C 2.761 -0.481 0.851
C 3.274 -0.082 -0.390
C 4.489 0.569 -0.439
C 5.211 0.800 0.733
C 4.718 0.380 1.963
C 3.495 -0.262 2.033
H -3.491 -4.005 -1.527
H -4.357 -4.008 -3.862
H -3.473 -2.414 -5.513
H -1.824 -0.704 -4.864
H 1.138 2.258 -2.395
H 3.243 2.494 -3.646
H 4.108 0.609 -4.991
H 2.890 -1.535 -5.071
H 0.751 -1.786 -3.867
H -3.029 0.456 -0.566
H -4.662 2.275 -0.492
H -4.502 4.162 -2.082
H -2.692 4.231 -3.762
H -0.980 2.474 -3.809
H -0.909 -4.978 -1.691
H 1.140 -6.345 -1.848
H 3.266 -5.529 -0.904
H 3.367 -3.349 0.255
H 1.139 0.319 3.252
H 0.380 -0.105 5.561
H -0.544 -2.310 6.172
H -0.731 -4.110 4.492
H 0.035 -3.733 2.192
H 2.741 -0.305 -1.306
H 4.895 0.883 -1.391
H 6.174 1.291 0.681
H 5.294 0.538 2.865
H 3.136 -0.618 2.988
N 0.152 3.550 0.530
C -0.515 2.660 1.255
N -1.422 3.050 2.138
O -0.259 1.406 1.123
H 0.023 4.545 0.646
H 0.900 3.240 -0.066
H -1.581 4.023 2.356
H -1.874 2.361 2.718

Here are the Löwdin charges for atoms 1 to 4, given in e: atom 1 (Pt): 0.8931, atom 2 (O): -0.3055, atom 3 (S): 0.8029, atom 4 (C): -0.3797

---

# 2
A molecular structure, C37H33ClF6N6O4PSeY at a distorted geometry, computed with ωB97M-V with the def2-TZVPD basis set.

Output
⟨S²⟩: 0.7853
Orbital gap (alpha / beta) in eV: 7.81 / 4.54
Total charge: +1
2S+1: 2

Element x y z (Å)
Y 1.109 -0.025 -0.521
Cl 0.667 2.723 -4.739
C 2.007 2.473 -3.594
C 1.548 1.522 -2.508
O 2.180 0.450 -2.307
O 0.532 1.809 -1.824
H 2.254 3.436 -3.153
H 2.855 2.067 -4.134
C -0.006 -0.745 7.406
C 1.030 -1.272 6.448
C 1.347 -2.632 6.476
C 2.232 -3.207 5.564
C 2.818 -2.419 4.615
C 2.567 -1.027 4.603
N 3.187 -0.336 3.605
C 3.600 0.999 3.572
C 4.326 1.528 4.638
C 4.841 2.808 4.553
C 4.647 3.570 3.405
C 3.918 3.052 2.345
C 3.379 1.779 2.425
C 2.470 1.259 1.364
O 1.753 0.260 1.647
O 2.402 1.795 0.232
C 1.644 -0.435 5.518
C 1.234 1.006 5.405
H -0.368 -1.542 8.050
H -0.860 -0.339 6.862
H 0.403 0.046 8.036
H 0.868 -3.263 7.214
H 2.447 -4.265 5.606
H 3.497 -2.837 3.882
H 3.325 -0.871 2.750
H 4.506 0.911 5.511
H 5.420 3.204 5.376
H 5.069 4.563 3.344
H 3.746 3.625 1.443
H 1.987 1.674 5.823
H 0.302 1.186 5.932
H 1.085 1.271 4.357
N -3.708 -4.564 -4.045
C -4.392 -4.991 -5.157
C -5.156 -6.123 -5.421
C -5.707 -6.216 -6.681
C -5.507 -5.218 -7.650
C -4.751 -4.098 -7.389
C -4.181 -3.981 -6.119
N -3.391 -2.992 -5.590
C -3.127 -3.362 -4.364
C -2.313 -2.574 -3.449
C -2.147 -2.886 -2.100
C -1.363 -2.072 -1.309
N -0.721 -0.991 -1.767
C -0.901 -0.684 -3.061
C -1.674 -1.429 -3.923
H -3.621 -5.064 -3.179
H -5.310 -6.891 -4.674
H -6.310 -7.079 -6.932
H -5.962 -5.340 -8.624
H -4.592 -3.326 -8.130
H -2.630 -3.742 -1.649
H -1.253 -2.294 -0.256
H -0.414 0.213 -3.421
H -1.793 -1.142 -4.958
F 1.872 -2.353 -1.539
P 2.503 -2.704 -0.066
F 3.106 -1.128 -0.097
F 1.031 -2.019 0.535
F 3.845 -3.238 -0.657
F 2.989 -2.800 1.449
F 1.797 -4.107 -0.044
C 0.033 3.940 1.313
N -0.933 3.607 0.292
C -1.423 2.381 0.042
Se -1.098 0.821 1.000
N -2.222 2.469 -1.033
C -2.212 3.759 -1.536
C -2.841 4.348 -2.622
C -2.609 5.697 -2.822
C -1.784 6.433 -1.968
C -1.158 5.844 -0.883
C -1.387 4.491 -0.684
H -0.010 3.189 2.098
H -0.203 4.917 1.732
H 1.035 3.955 0.885
H -2.669 1.669 -1.447
H -3.480 3.776 -3.281
H -3.077 6.195 -3.661
H -1.634 7.486 -2.160
H -0.515 6.413 -0.225

Here are the Löwdin charges for atoms 1 to 4, given in e: atom 1 (Y): 1.3453, atom 2 (Cl): 0.6069, atom 3 (C): -0.4486, atom 4 (C): -0.7217

---

# 3
A molecular structure, C37H33ClIMoN5O5 at a distorted geometry, computed with ωB97M-V with the def2-TZVPD basis set.

Output
Orbital gap (alpha / beta) in eV: 5.89 / 5.89
Total charge: +2

Element x y z (Å)
Mo 0.644 -0.384 -0.124
Cl -2.628 4.888 -4.091
C -1.844 3.826 -2.997
C -1.347 4.333 -1.783
C -0.680 3.512 -0.909
C -0.499 2.144 -1.208
O 0.197 1.358 -0.461
C -1.061 1.603 -2.410
C -1.017 0.208 -2.674
N -0.515 -0.724 -1.889
C -0.780 -2.072 -2.184
C -1.480 -2.587 -3.261
C -1.754 -3.959 -3.341
C -1.354 -4.831 -2.362
C -0.640 -4.353 -1.243
C -0.238 -5.166 -0.162
C 0.422 -4.586 0.897
C 0.689 -3.216 0.879
N 0.353 -2.414 -0.135
C -0.335 -2.970 -1.178
C -1.705 2.486 -3.300
H -1.478 5.380 -1.559
H -0.286 3.893 0.021
H -1.513 -0.090 -3.596
H -1.852 -1.957 -4.054
H -2.318 -4.318 -4.186
H -1.591 -5.881 -2.422
H -0.466 -6.221 -0.173
H 0.742 -5.171 1.747
H 1.190 -2.755 1.727
H -2.079 2.112 -4.240
C -3.090 -3.193 1.791
C -3.886 -1.904 1.956
C -3.007 -0.686 2.328
C -3.886 0.589 2.316
C -3.073 1.857 2.547
C -2.484 -0.885 3.740
O -3.181 -1.042 4.699
N -1.100 -0.882 3.863
C -0.178 -0.785 2.861
O 1.012 -0.934 3.075
N -0.625 -0.549 1.589
C -1.941 -0.518 1.273
O -2.214 -0.370 0.088
H -3.772 -4.020 1.613
H -2.506 -3.424 2.681
H -2.417 -3.124 0.935
H -4.627 -2.036 2.745
H -4.406 -1.680 1.023
H -4.640 0.489 3.097
H -4.388 0.650 1.350
H -2.545 1.821 3.497
H -3.734 2.720 2.562
H -2.346 2.003 1.746
H -0.729 -1.027 4.798
C 3.607 0.347 2.663
C 2.760 0.902 1.575
O 1.963 0.146 0.942
C 2.790 2.321 1.236
C 2.603 2.735 -0.093
C 2.534 4.072 -0.424
C 2.662 5.036 0.566
C 2.893 4.647 1.878
C 2.966 3.309 2.219
H 3.632 -0.738 2.593
H 3.164 0.586 3.631
H 4.613 0.758 2.637
H 2.568 2.000 -0.884
H 2.379 4.363 -1.452
H 2.586 6.081 0.314
H 2.997 5.401 2.644
H 3.110 3.037 3.253
I 3.744 -2.377 -0.282
C 3.496 -0.931 -1.796
C 4.557 -0.715 -2.663
C 4.439 0.280 -3.620
C 3.247 0.991 -3.679
C 2.232 0.674 -2.797
N 2.336 -0.269 -1.843
H 5.456 -1.309 -2.580
H 5.252 0.497 -4.296
H 3.107 1.787 -4.395
H 1.294 1.209 -2.847

Here are the Löwdin charges for atoms 1 to 4, given in e: atom 1 (Mo): 1.8414, atom 2 (Cl): 0.7541, atom 3 (C): -0.6475, atom 4 (C): -0.0478